An isolated ion of composition C8H12N and charge +1 at a distorted geometry. Source: the Open Molecules 2025 dataset; level of theory: ωB97M-V/def2-TZVPD.

## Properties
**Charge**: +1
**SMILES**: C[C@@]12CC1=CC[N+]21CC1
**ΔE to the lowest compared entry with this formula, charge and spin**: 349.6 kJ/mol
**HOMO energy**: -12.4 eV
**HOMO-LUMO gap**: 8.9603 eV

Last column: Löwdin charge in e.
Positions of all 21 atoms, in Å:
1 C 0.661 -1.621 -0.838  -0.016
2 C 0.622 -0.620 0.264  -0.285
3 C 1.600 -0.339 1.314  -0.084
4 C 1.987 0.613 0.285  0.069
5 C 1.417 1.591 -0.387  -0.033
6 C 0.014 1.408 -0.753  -0.095
7 N -0.530 0.332 0.078  -0.208
8 C -1.895 -0.125 -0.039  0.039
9 C -1.370 0.605 1.172  -0.024
10 H 1.608 -2.294 -0.972  0.142
11 H 0.393 -1.084 -1.698  0.052
12 H -0.176 -2.483 -0.740  0.137
13 H 2.322 -1.180 1.551  0.159
14 H 1.131 0.148 2.165  0.128
15 H 1.993 2.423 -0.574  0.101
16 H -0.513 2.316 -0.585  0.129
17 H -0.206 1.101 -1.852  0.182
18 H -2.009 -1.139 0.118  0.111
19 H -2.400 0.389 -0.810  0.133
20 H -1.574 1.727 1.295  0.163
21 H -1.329 0.024 2.229  0.201

C8H12N2O as an isolated structure at a distorted geometry. Source: the Open Molecules 2025 dataset; level of theory: ωB97M-V/def2-TZVPD.

## Properties
**Charge**: 0
**ΔE to the lowest compared entry with this formula, charge and spin**: 450.4 kJ/mol
**HOMO energy**: -8.5 eV
**HOMO-LUMO gap**: 9.0023 eV

Last column: Löwdin charge in e.
Positions of all 23 atoms, in Å:
1 C 2.542 -1.235 -0.277  0.004
2 C 1.571 -0.182 0.389  -0.682
3 C 0.525 2.088 0.397  -0.104
4 C -1.860 0.977 -0.385  -0.258
5 C -2.463 0.184 0.618  -0.073
6 C -2.203 -1.216 0.678  -0.048
7 C -1.168 -1.721 -0.187  -0.065
8 C -0.566 -0.791 -0.995  -0.205
9 H 3.177 -0.661 -0.973  0.068
10 H 1.760 -1.942 -0.821  0.087
11 H 2.926 -1.806 0.687  0.126
12 H 1.549 0.964 -1.289  0.171
13 H 0.689 2.032 1.595  0.118
14 H 1.011 3.108 -0.049  0.113
15 H -0.792 1.895 0.244  0.078
16 H -1.946 2.116 -0.575  0.143
17 H -3.094 0.794 1.512  0.168
18 H -2.789 -1.871 1.290  0.089
19 H -0.749 -2.770 -0.326  0.133
20 H 0.293 -1.147 -1.521  0.070
21 N 1.340 1.022 -0.224  -0.058
22 N -0.908 0.524 -1.241  0.042
23 O 1.156 -0.362 1.452  0.080

One molecule with the formula C8H12N2O2 at a distorted geometry. Source: the Open Molecules 2025 dataset; level of theory: ωB97M-V/def2-TZVPD.

## Properties
**Charge**: 0
**SMILES**: C=C(C)/C=C\C(N)=C(\C)[N+](=O)[O-]
**ΔE to the lowest compared entry with this formula, charge and spin**: 610.9 kJ/mol
**HOMO energy**: -8.8 eV
**HOMO-LUMO gap**: 9.0001 eV

Last column: Löwdin charge in e.
Positions of all 24 atoms, in Å:
1 C 1.847 -0.034 1.105  0.066
2 C 1.701 0.958 0.202  -0.332
3 C 2.051 2.423 0.411  -0.049
4 C 1.297 0.637 -1.196  -0.111
5 C 0.260 -0.067 -1.564  -0.052
6 C -0.457 -0.929 -0.530  -0.238
7 N -0.138 -2.305 -0.579  0.130
8 C -1.610 -0.597 0.040  -0.222
9 C -2.573 -1.532 0.637  -0.020
10 N -1.966 0.747 -0.021  -0.355
11 O -1.595 1.369 -1.005  0.065
12 O -2.617 1.232 0.889  0.077
13 H 2.052 0.183 2.134  0.060
14 H 1.543 -1.034 0.663  0.069
15 H 1.315 2.994 -0.053  0.057
16 H 3.069 2.732 0.206  0.084
17 H 1.984 2.642 1.456  0.067
18 H 1.875 1.208 -1.975  0.132
19 H 0.179 0.025 -2.659  0.133
20 H -0.420 -2.843 0.246  0.103
21 H 0.779 -2.488 -0.887  0.077
22 H -3.069 -2.131 -0.118  0.095
23 H -3.303 -0.972 1.197  0.077
24 H -2.205 -2.219 1.401  0.086

One molecule with the formula C8H12N2O2 at a distorted geometry. Source: the Open Molecules 2025 dataset; level of theory: ωB97M-V/def2-TZVPD.

## Properties
**Charge**: 0
**SMILES**: CC1=CC=C[C@@H](N)[C@@]1(N)C(=O)O
**ΔE to the lowest compared entry with this formula, charge and spin**: 300.6 kJ/mol
**HOMO energy**: -8.4 eV
**HOMO-LUMO gap**: 8.9589 eV

Last column: Löwdin charge in e.
Positions of all 24 atoms, in Å:
1 C 1.982 1.264 -0.674  -0.046
2 C 0.524 0.870 -0.672  -0.211
3 C -0.383 1.313 -1.539  -0.044
4 C -1.789 1.236 -1.126  -0.096
5 C -2.175 0.355 -0.217  -0.059
6 C -1.360 -0.542 0.688  -0.322
7 N -1.843 -1.872 0.658  0.063
8 C 0.207 -0.250 0.399  -0.304
9 N 0.966 0.039 1.563  0.035
10 C 0.946 -1.492 -0.194  -0.532
11 O 0.514 -2.206 -1.026  0.134
12 O 2.134 -1.703 0.355  0.045
13 H 2.043 2.245 -0.282  0.070
14 H 2.232 1.382 -1.780  0.114
15 H 2.630 0.461 -0.319  0.077
16 H -0.166 2.045 -2.380  0.134
17 H -2.514 1.605 -1.822  0.095
18 H -3.266 0.438 0.071  0.125
19 H -1.562 -0.157 1.665  0.124
20 H -1.449 -2.227 -0.212  0.074
21 H -1.570 -2.422 1.475  0.093
22 H 0.551 -0.198 2.476  0.118
23 H 1.191 1.077 1.545  0.132
24 H 2.157 -1.262 1.347  0.180

C8H12N2O2Pt as an isolated structure at a distorted geometry. Source: the Open Molecules 2025 dataset; level of theory: ωB97M-V/def2-TZVPD.

## Properties
**Charge**: +2
**HOMO energy**: -16.8 eV
**HOMO-LUMO gap**: 7.7078 eV

Last column: Löwdin charge in e.
Positions of all 25 atoms, in Å:
1 Pt -0.382 -0.187 0.597  1.266
2 C -2.602 1.145 1.212  -0.043
3 C -2.898 -0.199 0.790  -0.022
4 C -2.272 -1.307 1.373  -0.120
5 C -1.308 -1.095 2.384  -0.165
6 C -0.971 0.237 2.750  -0.125
7 C -1.659 1.359 2.174  -0.072
8 H -3.154 1.975 0.792  0.141
9 H -3.671 -0.373 0.051  0.148
10 H -2.564 -2.317 1.121  0.142
11 H -0.886 -1.931 2.923  0.138
12 H -0.274 0.408 3.559  0.137
13 H -1.462 2.360 2.533  0.139
14 C 2.520 0.014 -3.748  0.046
15 O 1.191 0.010 -3.144  0.087
16 C 1.029 -0.012 -1.874  -0.536
17 O -0.128 -0.010 -1.402  -0.055
18 N 2.060 -0.026 -1.014  0.084
19 N 1.723 -0.043 0.351  -0.007
20 H 2.339 0.018 -4.815  0.119
21 H 3.057 -0.891 -3.467  0.114
22 H 3.055 0.918 -3.461  0.114
23 H 3.033 -0.008 -1.282  0.176
24 H 2.072 0.804 0.797  0.148
25 H 2.150 -0.852 0.799  0.146

One molecule with the formula C8H12N2O2S2 at a distorted geometry. Source: the Open Molecules 2025 dataset; level of theory: ωB97M-V/def2-TZVPD.

## Properties
**Charge**: 0
**SMILES**: COCCSc1cnc(NC(C)=O)s1
**ΔE to the lowest compared entry with this formula, charge and spin**: 321.2 kJ/mol
**HOMO energy**: -8.6 eV
**HOMO-LUMO gap**: 9.0335 eV

Last column: Löwdin charge in e.
Positions of all 26 atoms, in Å:
1 C 3.681 2.314 0.241  -0.153
2 O 4.225 0.909 0.183  -0.211
3 C 2.901 0.328 -0.378  -0.339
4 C 3.034 -1.054 -0.003  -0.433
5 S 1.855 -1.989 -1.137  0.860
6 C 0.254 -1.751 -0.486  -0.940
7 C -0.233 -2.449 0.567  -0.232
8 N -1.443 -2.057 0.838  0.044
9 C -1.857 -1.130 0.128  -0.573
10 N -3.042 -0.377 0.506  0.110
11 C -3.627 0.550 -0.349  -0.503
12 C -5.008 0.923 0.017  -0.011
13 O -3.159 1.055 -1.427  -0.028
14 S -0.756 -0.562 -1.101  1.112
15 H 4.256 2.977 1.035  0.094
16 H 2.540 2.347 0.620  0.100
17 H 3.780 2.889 -0.875  0.137
18 H 2.017 0.889 -0.092  0.073
19 H 2.899 0.582 -1.518  0.145
20 H 4.080 -1.562 -0.098  0.125
21 H 2.818 -1.419 1.034  0.097
22 H 0.152 -3.278 1.030  0.095
23 H -3.483 -0.888 1.260  0.143
24 H -4.986 1.636 0.772  0.063
25 H -5.438 1.213 -0.995  0.117
26 H -5.461 -0.097 0.227  0.108

One molecule with the formula C8H12N2O7 at a distorted geometry. Source: the Open Molecules 2025 dataset; level of theory: ωB97M-V/def2-TZVPD.

## Properties
**Charge**: 0
**SMILES**: N[C@@H](CC(=O)O)C(=O)N[C@@H](CC(=O)O)C(=O)O
**ΔE to the lowest compared entry with this formula, charge and spin**: 308.6 kJ/mol
**HOMO energy**: -8.3 eV
**HOMO-LUMO gap**: 8.7364 eV

Last column: Löwdin charge in e.
Positions of all 29 atoms, in Å:
1 N -2.474 -0.980 -1.327  0.040
2 C -1.257 -1.688 -1.287  -0.314
3 C -0.314 -1.774 -2.482  -0.024
4 C -0.796 -1.048 -3.665  -0.571
5 O -1.889 -0.586 -3.706  0.105
6 O 0.047 -1.114 -4.659  0.180
7 C -0.645 -1.021 -0.019  -0.529
8 O -0.512 -1.773 0.822  0.176
9 N -0.415 0.305 -0.001  0.120
10 C 0.389 0.839 1.020  -0.258
11 C -0.197 1.014 2.438  0.002
12 C 0.589 2.357 2.956  -0.491
13 O 1.484 2.792 2.361  0.144
14 O -0.020 2.751 4.122  0.093
15 C 1.752 0.179 1.067  -0.425
16 O 2.431 -0.169 0.131  0.130
17 O 2.026 -0.168 2.383  0.077
18 H -2.656 -0.354 -2.145  0.083
19 H -3.218 -1.695 -1.280  0.102
20 H -1.542 -2.635 -0.912  0.126
21 H 0.731 -1.704 -2.228  0.123
22 H -0.284 -2.963 -2.732  0.191
23 H -0.426 -0.653 -5.302  0.097
24 H -0.743 0.927 -0.695  0.141
25 H 0.496 1.939 0.613  0.195
26 H -1.248 1.255 2.360  0.122
27 H 0.090 0.173 3.078  0.120
28 H 0.386 3.622 4.318  0.128
29 H 2.979 -0.189 2.432  0.120

C8H12N2PPb as an isolated structure at a distorted geometry. Source: the Open Molecules 2025 dataset; level of theory: ωB97M-V/def2-TZVPD.

## Properties
**Charge**: -1
**ΔE to the lowest compared entry with this formula, charge and spin**: 0.0 kJ/mol
**HOMO energy**: -1.3 eV
**HOMO-LUMO gap**: 3.8482 eV

Last column: Löwdin charge in e.
Positions of all 24 atoms, in Å:
1 C 0.409 -0.167 -2.694  -0.254
2 C -0.814 -0.843 -2.967  -0.238
3 C -0.622 -2.234 -2.715  -0.243
4 C 0.738 -2.439 -2.335  -0.241
5 C 1.383 -1.167 -2.290  -0.255
6 Pb 1.904 1.501 0.515  0.311
7 P -0.190 3.191 0.095  0.408
8 H 0.605 0.902 -2.796  0.028
9 H -1.731 -0.360 -3.302  0.043
10 H -1.381 -3.011 -2.792  0.039
11 H 2.426 -0.972 -2.043  0.029
12 H 1.207 -3.397 -2.134  0.040
13 H -1.327 3.128 0.982  -0.131
14 H -0.811 3.140 -1.203  -0.137
15 H 0.165 4.586 0.168  -0.145
16 N -0.377 0.081 3.745  0.041
17 C -0.591 -1.117 3.047  -0.094
18 C -0.167 -0.906 1.780  -0.104
19 N 0.323 0.397 1.695  -0.251
20 C 0.197 0.958 2.920  -0.284
21 H -0.624 0.276 4.717  0.156
22 H -1.024 -1.986 3.511  0.100
23 H -0.166 -1.538 0.906  0.114
24 H 0.468 1.974 3.189  0.066

A 2-piece molecular cluster, C8H12N3 overall at a distorted geometry. Source: the Open Molecules 2025 dataset; level of theory: ωB97M-V/def2-TZVPD.

## Properties
**Charge**: +1
**ΔE to the lowest compared entry with this formula, charge and spin**: 430.1 kJ/mol
**HOMO energy**: -12.8 eV
**HOMO-LUMO gap**: 8.5029 eV

Last column: Löwdin charge in e.
Positions of all 23 atoms, in Å:
1 C 1.845 1.433 -2.620  -0.033
2 C -4.082 -0.382 -1.121  0.049
3 C -2.995 -0.276 -0.314  -0.162
4 C -1.562 -0.392 -0.770  -0.147
5 C -0.676 -0.705 0.381  -0.025
6 C 1.602 -0.350 0.956  -0.362
7 C 2.742 -1.177 0.481  0.015
8 C 1.454 1.503 2.609  0.125
9 N 1.647 0.355 2.107  0.145
10 N 1.548 1.538 -1.528  0.066
11 N 0.532 -0.343 0.221  0.129
12 H 2.331 1.258 -3.570  0.076
13 H -5.111 -0.210 -0.750  0.077
14 H -4.032 -0.649 -2.146  0.049
15 H -3.188 0.045 0.612  0.050
16 H -1.468 -1.026 -1.580  0.105
17 H -0.985 -1.119 1.372  0.169
18 H 2.503 -1.504 -0.499  0.068
19 H 3.565 -0.457 0.293  0.105
20 H 3.035 -2.018 1.296  0.165
21 H -1.204 0.639 -1.086  0.145
22 H 1.321 2.311 1.987  0.079
23 H 1.178 1.526 3.668  0.114

A 2-piece molecular cluster, C8H12N3 overall at a distorted geometry. Source: the Open Molecules 2025 dataset; level of theory: ωB97M-V/def2-TZVPD.

## Properties
**Charge**: +1
**ΔE to the lowest compared entry with this formula, charge and spin**: 566.6 kJ/mol
**HOMO energy (spin up / spin down)**: -13.3 / -13.2 eV
**HOMO-LUMO gap (spin up / spin down)**: 7.0552 / 6.9524 eV

Last column: Löwdin charge in e.
Positions of all 23 atoms, in Å:
1 C 2.800 1.330 0.449  -0.193
2 C -1.764 1.741 -0.377  0.031
3 C -0.528 1.616 -0.912  0.005
4 C -1.008 -0.285 0.042  0.034
5 C 1.820 -1.600 0.606  -0.097
6 C -3.167 0.220 1.014  -0.013
7 C 1.659 -1.465 -0.886  -0.207
8 C 1.211 -0.075 -1.130  0.021
9 N 3.713 1.911 0.869  -0.034
10 N -2.039 0.534 0.237  -0.103
11 N -0.021 0.352 -0.656  -0.019
12 H -2.485 2.552 -0.412  0.155
13 H 0.021 2.411 -1.514  0.181
14 H -0.849 -1.282 0.540  0.187
15 H 2.453 -2.571 0.794  0.149
16 H 0.906 -1.640 1.119  0.038
17 H 2.362 -0.772 0.898  -0.011
18 H -3.664 -0.757 0.817  0.116
19 H -2.824 -0.002 2.131  0.158
20 H -3.927 1.074 0.920  0.137
21 H 2.615 -1.604 -1.399  0.137
22 H 0.959 -2.244 -1.152  0.134
23 H 1.754 0.555 -1.996  0.194